Density functional theory data (ωB97M-V/def2-TZVPD) for 12 unconnected molecules or ions with the total composition C48H72O36 at a distorted geometry.

Summary:
- Relative energy (zero: lowest compared OMol25 entry of this formula, charge and spin): 9.886 eV
- Strongest force on any atom: 7.24 eV/A
- Spin multiplicity: 1
- SMILES: C[C@H]1COC(=O)O1.C[C@H]1COC(=O)O1.C[C@H]1COC(=O)O1.C[C@H]1COC(=O)O1.C[C@H]1COC(=O)O1.C[C@H]1COC(=O)O1.C[C@H]1COC(=O)O1.C[C@H]1COC(=O)O1.C[C@H]1COC(=O)O1.C[C@H]1COC(=O)O1.C[C@H]1COC(=O)O1.C[C@H]1COC(=O)O1
- Kohn-Sham gap: 0.36179 hartree
- LUMO: -0.34 eV

Geometry (Å):
O -0.53 6.98 2.85
O -4.54 -0.28 -5.14
O 1.84 -7.41 4.86
O 5.59 1.15 -2.98
O -2.11 2.41 4.08
O -1.20 2.00 -5.20
O -6.09 1.33 -5.51
O 0.94 -8.22 2.83
O -2.22 0.63 -6.71
O 1.52 1.15 1.62
O 0.37 0.30 -0.19
O -2.44 -6.71 2.74
O -2.34 -4.62 2.19
O -6.60 -0.60 -4.42
O -0.37 5.19 -0.57
O -2.67 2.92 -6.72
O -2.84 -5.24 4.35
O 0.30 4.82 -2.60
O -3.11 1.96 -1.56
O 2.28 -0.37 -4.46
O 0.44 8.51 4.13
O 2.94 -2.35 -5.09
O 3.97 1.67 5.20
O -3.29 -0.03 -0.60
O 4.67 3.67 4.51
O -0.33 1.25 4.26
O -0.31 -7.57 4.57
O -1.81 8.55 4.01
O 1.92 -0.86 0.80
O 6.73 2.00 -1.33
O 3.32 -1.72 -2.93
O -2.24 0.16 4.50
O 7.43 2.30 -3.54
O 0.67 6.83 -1.59
O -4.03 1.70 0.36
O 5.37 1.74 3.60
C 1.73 -2.57 -7.12
C -3.08 -1.53 1.33
C 1.55 7.74 3.70
C -0.75 8.06 3.66
C 5.63 1.51 -0.63
C 2.08 -0.27 -5.86
C -2.05 1.85 -6.03
C 6.69 1.82 -2.68
C 4.29 0.31 4.98
C 2.93 -1.44 -4.07
C -3.50 1.24 -0.70
C 4.85 0.90 -1.79
C 2.20 6.89 4.71
C -3.94 -0.67 0.50
C 5.11 0.33 3.66
C 0.15 2.55 3.89
C -1.98 -5.36 1.02
C -5.92 -1.65 -3.75
C -3.42 2.27 -7.73
C 1.30 -6.97 6.06
C -1.11 4.39 5.14
C 0.88 -7.81 4.06
C -2.62 -5.56 3.17
C -3.75 -0.28 -8.05
C -5.78 0.26 -5.02
C -3.41 -1.79 -3.66
C -0.17 -6.92 5.77
C -1.08 3.44 4.00
C -2.66 -7.80 0.60
C -4.32 0.62 1.27
C -4.60 -1.61 -4.55
C 4.64 2.44 4.44
C 0.20 -0.89 -0.84
C 2.98 -0.39 4.87
C -2.78 0.86 -7.93
C 0.17 5.75 -1.65
C 2.69 -1.65 -6.31
C 4.88 2.58 0.23
C 1.26 -1.69 -0.10
C 0.86 6.90 2.58
C -0.90 3.95 -0.94
C -1.90 -6.72 1.43
C 0.53 2.50 -2.31
C -0.38 3.72 -2.32
C -1.58 1.19 4.32
C 0.89 -2.95 0.69
C 1.90 -5.56 6.53
C 1.29 0.26 0.82
H 2.15 -3.56 -7.30
H -0.71 -1.45 -1.02
H 2.29 8.30 3.13
H 6.01 -0.25 3.85
H -4.67 -2.29 -5.40
H 2.50 -0.35 5.84
H 4.71 -0.18 -1.77
H -1.98 3.81 -0.94
H 4.43 3.30 -0.46
H 1.66 -2.04 -8.07
H -0.50 -5.89 5.82
H 3.06 6.29 4.42
H -1.04 3.93 3.02
H 3.28 -1.44 4.77
H -3.63 0.83 2.09
H 4.62 -0.11 2.78
H 1.19 7.22 1.59
H -2.57 -1.72 -4.35
H 4.13 2.11 0.87
H -3.27 -1.25 -7.89
H 0.95 2.86 4.55
H -2.07 -1.16 1.52
H 1.03 -0.25 -6.16
H -0.85 -7.03 1.50
H 1.63 -4.70 5.90
H 1.14 2.66 -3.21
H -0.31 5.14 5.10
H 2.24 0.11 4.24
H -1.18 3.75 -3.06
H -3.20 -0.95 -3.00
H 1.54 -5.37 7.54
H 3.86 1.35 -1.80
H 5.98 0.71 0.02
H 1.42 -7.71 6.85
H -5.77 -1.57 -2.67
H 1.99 -2.01 -0.85
H -2.09 4.79 5.40
H -3.45 -2.06 2.20
H -2.88 -2.43 0.75
H 0.70 -2.63 -6.76
H -0.51 3.14 -0.32
H -4.05 -0.33 -9.10
H -2.62 -7.84 -0.49
H -2.82 -5.47 0.34
H -0.20 1.70 -2.35
H 2.55 7.64 5.42
H 1.72 -3.50 1.13
H -3.69 -7.83 0.97
H 4.98 -0.07 5.73
H 0.65 -0.65 -1.80
H -0.65 -7.55 6.51
H -0.84 3.76 5.98
H -1.02 -5.21 0.53
H 1.45 6.19 5.06
H 0.48 2.55 2.85
H 2.48 0.67 -6.22
H 0.30 -3.63 0.08
H -4.45 2.25 -7.38
H -3.39 2.70 -8.73
H 1.12 5.84 2.69
H 0.36 -2.69 1.60
H 1.14 2.38 -1.42
H 2.98 -5.61 6.64
H -5.36 0.51 1.59
H -2.05 0.72 -8.73
H -6.34 -2.66 -3.83
H 3.58 -1.53 -6.93
H 5.63 2.98 0.90
H -2.20 -8.72 0.95
H -4.68 -0.06 -7.53
H -4.88 -1.18 0.28
H -3.23 -2.74 -3.16